{
  "formula": "C17H20N4O",
  "method": "wB97M-V/def2-TZVPD",
  "spin_multiplicity": 1,
  "de_lowest_kcal_mol": 11.63,
  "species": ["C", "C", "C", "C", "C", "C", "C", "C", "N", "C", "O", "C", "C", "C", "C", "N", "N", "C", "C", "N", "C", "C", "H", "H", "H", "H", "H", "H", "H", "H", "H", "H", "H", "H", "H", "H", "H", "H", "H", "H", "H", "H"],
  "xyz": [[-6.885, 0.065, 0.218], [-5.429, 0.388, 0.090], [-5.026, 1.744, 0.097], [-3.713, 2.087, -0.015], [-2.711, 1.098, -0.143], [-1.351, 1.425, -0.259], [-0.461, 0.383, -0.378], [0.955, 0.196, -0.519], [1.852, 1.235, -0.567], [3.215, 1.292, -0.754], [3.737, 2.386, -0.792], [3.956, -0.009, -0.891], [4.709, -0.372, 0.406], [5.869, 0.588, 0.654], [3.757, -0.395, 1.599], [1.240, -1.084, -0.589], [0.080, -1.780, -0.506], [0.072, -3.211, -0.555], [-0.979, -0.954, -0.377], [-2.243, -1.298, -0.270], [-3.110, -0.280, -0.152], [-4.483, -0.590, -0.033], [-7.278, 0.461, 1.153], [-7.050, -1.009, 0.196], [-7.445, 0.523, -0.597], [-5.782, 2.510, 0.195], [-3.412, 3.126, -0.009], [-1.039, 2.461, -0.253], [1.426, 2.152, -0.479], [4.687, 0.112, -1.693], [3.257, -0.804, -1.139], [5.113, -1.381, 0.268], [6.356, 0.357, 1.599], [6.606, 0.511, -0.142], [5.511, 1.614, 0.688], [4.263, -0.784, 2.480], [3.406, 0.610, 1.826], [2.897, -1.024, 1.385], [-0.963, -3.533, -0.459], [0.669, -3.621, 0.261], [0.485, -3.560, -1.504], [-4.755, -1.635, -0.042]]
}

=====

{
  "formula": "BrHgO2V",
  "method": "wB97M-V/def2-TZVPD",
  "spin_multiplicity": 1,
  "de_lowest_kcal_mol": 0.00,
  "charge": 2,
  "species": ["Hg", "O", "V", "O", "Br"],
  "xyz": [[-1.291, 1.310, 1.753], [1.216, -0.487, -0.156], [0.348, -0.104, -1.453], [-0.896, -1.131, -1.643], [0.622, 0.412, 1.499]]
}